# 1
A single C3H3NO2 molecule in a non-equilibrium geometry. Source: OMol25; level of theory: wB97M-V/def2-TZVPD.

XYZ file:
```
9
Properties=species:S:1:pos:R:3:lowdin_charge:R:1
O -0.55903 2.02835 -0.47502 0.04
C -0.26201 0.89846 -0.11228 -0.54
C -0.90455 -0.39047 -0.13997 0.03
C 0.04455 -1.27016 0.20664 -0.07
O 1.27281 -0.69094 0.41484 -0.01
N 1.00260 0.71543 0.36561 0.09
H -1.92386 -0.52312 -0.44868 0.12
H -0.02785 -2.34726 0.36346 0.14
H 1.35734 1.57972 -0.17460 0.21
```

The relative energy (zero: lowest compared OMol25 entry of this formula, charge and spin) is 322.3 kJ/mol. As for the spin multiplicity: 1. For the total energy, the calculation gives -321.25490 a.u. Its SMILES is O=c1cco[nH]1. The molar mass comes out at 85.06 g mol⁻¹.

---

# 2
7 unconnected molecules or ions with the total composition C20H59N5O7 in a non-equilibrium geometry. Source: OMol25; level of theory: wB97M-V/def2-TZVPD.

XYZ file:
```
91
Properties=species:S:1:pos:R:3:lowdin_charge:R:1
C 25.69652 21.58854 21.96472 -0.11
O 24.91726 20.85370 21.03403 -0.20
C 25.26464 19.49623 20.87823 -0.21
C 24.47070 18.91293 19.68352 -0.40
C 22.94281 18.78228 19.99797 -0.06
N 24.99890 17.56547 19.37736 0.02
H 25.33972 22.61792 21.99906 0.08
H 26.72077 21.64788 21.59661 0.08
H 25.67058 21.20918 22.98624 0.09
H 26.32371 19.54973 20.62607 0.11
H 25.19610 18.89542 21.78511 0.13
H 24.53682 19.55467 18.80494 0.13
H 22.73241 18.43153 21.00832 0.07
H 22.41848 18.15438 19.27761 0.07
H 22.45457 19.75608 19.95987 0.07
H 24.46217 17.11925 18.64737 0.06
H 25.89200 17.71337 18.92948 0.06
C 15.53986 21.06064 18.41928 -0.09
O 15.08005 19.88595 19.10067 -0.22
C 13.88945 20.16609 19.84567 -0.20
C 13.70251 19.18981 21.06308 -0.47
C 12.66467 19.56064 22.12953 -0.05
N 14.96795 18.92556 21.67529 0.04
H 15.50013 21.89446 19.12019 0.08
H 14.79528 21.21699 17.63875 0.09
H 16.54449 20.86388 18.04496 0.09
H 14.08846 21.10473 20.36281 0.10
H 13.01882 20.35492 19.21763 0.12
H 13.34121 18.29576 20.55494 0.13
H 12.36821 18.60524 22.56246 0.08
H 11.79759 19.97034 21.61142 0.07
H 13.13965 20.20005 22.87361 0.08
H 15.47651 18.60450 20.86389 0.06
H 15.41543 19.81362 21.85187 0.07
C 19.74882 23.97583 14.64679 -0.07
O 20.73961 23.88168 15.70080 -0.23
C 21.45848 25.04699 16.12760 -0.18
C 22.12254 24.79984 17.53277 -0.41
C 22.53919 26.16088 18.20043 -0.07
N 23.27364 23.89773 17.44908 0.04
H 20.33123 24.09124 13.73268 0.08
H 19.15887 24.87578 14.82045 0.08
H 19.25310 23.01304 14.52280 0.09
H 22.20861 25.28742 15.37422 0.12
H 20.85993 25.95163 16.23460 0.11
H 21.38519 24.44573 18.25320 0.12
H 23.14596 26.06499 19.10083 0.07
H 21.60143 26.67037 18.42208 0.07
H 23.09763 26.84719 17.56385 0.07
H 23.50263 23.55326 18.37049 0.07
H 22.92078 23.09117 16.95405 0.06
C 16.47840 15.61960 7.25588 -0.12
O 17.45160 16.11229 8.14336 -0.18
C 18.32234 17.11318 7.61066 -0.20
C 19.59967 17.28220 8.48632 -0.45
C 19.22140 18.00733 9.77791 -0.06
N 20.52118 18.09578 7.72991 0.02
H 15.66354 15.06519 7.72146 0.08
H 16.85693 14.98337 6.45587 0.09
H 15.95323 16.48710 6.85623 0.08
H 18.64335 16.81329 6.61311 0.11
H 17.93421 18.10938 7.39845 0.12
H 20.00535 16.28600 8.66276 0.13
H 20.09281 17.84552 10.41240 0.07
H 18.30370 17.64780 10.24337 0.08
H 19.09115 19.07289 9.58896 0.08
H 20.77327 17.65429 6.85719 0.07
H 21.35507 18.24890 8.27881 0.07
C 24.96382 11.00033 11.13890 -0.09
O 24.66825 12.43792 11.17840 -0.20
C 24.49648 12.87752 12.55075 -0.19
C 24.24575 14.42199 12.65979 -0.42
C 25.55264 15.23859 12.44825 -0.07
N 23.82695 14.80909 14.01399 0.02
H 24.15495 10.39579 11.54925 0.08
H 25.91383 10.88269 11.66018 0.08
H 25.12956 10.59219 10.14187 0.08
H 23.61059 12.37640 12.94085 0.11
H 25.36873 12.58429 13.13495 0.12
H 23.47714 14.71657 11.94526 0.13
H 25.32261 16.30353 12.41570 0.07
H 26.00398 15.04314 11.47551 0.07
H 26.26707 14.91820 13.20655 0.08
H 22.89597 14.42505 14.09084 0.06
H 23.67782 15.80380 13.92232 0.07
O 22.49359 20.13554 14.58429 -0.05
H 22.48610 20.48596 13.69356 0.01
H 21.90483 20.71041 15.07329 0.02
O 23.04269 22.35659 11.49140 -0.05
H 23.18655 22.51297 10.55808 0.03
H 23.87631 22.58272 11.90390 0.03
```

The relative energy (zero: lowest compared OMol25 entry of this formula, charge and spin) is 241.7 kJ/mol. As for the spin multiplicity: 1. For the total energy, the calculation gives -1597.68180 a.u. Its SMILES is COC[C@H](C)N.COC[C@H](C)N.COC[C@H](C)N.COC[C@H](C)N.COC[C@H](C)N.O.O. The molar mass comes out at 481.72 g mol⁻¹.

---

# 3
2 unconnected molecules or ions with the total composition C19H28ClFN2O in a non-equilibrium geometry. Source: OMol25; level of theory: wB97M-V/def2-TZVPD.

XYZ file:
```
52
Properties=species:S:1:pos:R:3:lowdin_charge:R:1
O -1.45174 -3.18820 1.36250 -0.18
C -0.92097 -3.63725 0.01254 -0.15
C 0.15080 -2.63213 -0.63120 -0.16
H 0.45325 -3.24885 -1.51469 0.14
H 0.83067 -2.75476 -0.04786 -0.01
C -0.63014 -1.44352 -0.97515 -0.23
N -1.25754 -0.79585 0.28031 -0.13
C -0.18444 -0.06724 0.86410 -0.23
C 0.88742 0.71496 0.16729 -0.21
N 1.57391 -0.20177 -0.76354 -0.16
C 0.46617 -0.33460 -1.70030 -0.11
H -0.02335 0.45007 -2.30991 0.10
H 1.01201 -1.32918 -2.60741 0.20
C 2.71576 0.55193 -1.33655 -0.20
C 3.82797 0.49482 -0.52688 -0.20
C 4.28654 1.67773 0.20030 0.04
C 5.43269 1.61259 1.03597 -0.09
C 5.90898 0.54080 1.53210 -0.19
C 5.56381 -0.51570 0.94511 -0.14
C 4.38793 -0.60947 0.21274 -0.42
Cl 3.78693 -2.18482 -0.53800 0.64
H 5.76432 -1.45232 1.52270 0.14
H 6.75079 0.73738 2.21806 0.15
H 5.69311 2.78728 1.48484 0.20
F 3.82404 3.03986 -0.61190 -0.14
H 3.07111 -0.13139 -2.23810 0.17
H 2.48512 1.29590 -1.74314 0.01
H 0.57973 1.78214 -0.21262 0.15
H 1.63075 0.92616 1.10076 0.17
H 0.34950 -0.94324 1.60954 0.20
H -0.63924 0.67419 1.66174 0.14
C -2.42581 0.05855 -0.24462 -0.22
H -2.90237 -0.41654 -0.88640 0.06
C -3.30209 -0.07636 1.11383 -0.14
C -4.67653 0.60498 0.84719 -0.12
C -4.44559 2.31245 0.39906 -0.04
C -3.56928 2.16454 -1.04672 -0.03
C -2.23325 1.56002 -0.31404 -0.10
H -1.75554 2.16556 0.21715 0.03
H -1.73065 1.70844 -1.38534 0.14
H -3.38735 3.11521 -1.04211 0.04
H -4.21450 1.68047 -1.44943 0.00
H -5.56393 2.49273 0.16171 0.12
H -4.08789 2.57077 1.18228 -0.04
H -5.36476 0.70527 1.67219 0.08
H -4.99503 0.02036 0.06185 0.06
H -3.32319 -1.09047 1.50890 0.09
H -2.67070 0.45906 1.98431 0.14
H -1.34450 -1.44433 -1.86225 0.16
H -2.06434 -3.63315 -0.62247 0.17
H -0.64574 -4.58578 0.11413 0.04
H -1.62288 -2.18729 1.13740 0.04
```

As for the spin multiplicity: 1. For the total energy, the calculation gives -1484.88516 a.u. The molar mass comes out at 354.90 g mol⁻¹.